Entry from OMol25: a 2-piece molecular cluster, CH3I2O2P overall at a distorted geometry (ωB97M-V/def2-TZVPD).

Structure (XYZ):
```
9
Properties=species:S:1:pos:R:3:forces:R:3
C 0.170809 -0.976657 -1.139125 -0.367 1.103 -0.308
O -0.398016 1.962576 -0.141838 -0.145 1.456 -0.840
O -0.319460 -1.179412 0.122204 -1.284 1.890 1.821
P -0.262087 1.017777 0.942226 0.870 -3.854 -2.472
I 1.897520 0.803666 1.939808 1.221 0.210 0.778
I -2.134490 1.233136 2.606570 -2.066 0.467 2.045
H 0.647336 -1.889097 -1.335400 0.898 -1.518 -0.993
H 0.965138 -0.235642 -1.029040 0.223 0.270 -0.976
H -0.566750 -0.736347 -1.965404 0.651 -0.025 0.944
```
Forces are in eV/Å.

Its spin multiplicity is 3. As for the orbital gap (spin up / spin down): 7.801 / 3.756 eV. The value obtained for the max |F| is 4.7 eV/A. Its relative energy (zero: lowest compared OMol25 entry of this formula, charge and spin) is 2.678 eV. The expectation value of S² is 2.055. Its HOMO energy (spin up / spin down) is -7.7698 / -8.7521 eV. Its lowest unoccupied orbital energy (spin up / spin down) is 0.03 / -5.00 eV.